# 1
This record from OMol25 describes a structure of composition C39H56N11ReSi3. The level of theory is ωB97M-V with the def2-TZVPD basis set.

Spin multiplicity: 4
Energy above the lowest of the compared OMol25 structures with the same formula, charge and spin, kcal/mol: 15.31
Kohn-Sham gap (spin up / spin down), eV: 6.40 / 5.60
Total charge: +3
LUMO energy (spin up / spin down), eV: -8.62 / -9.41
DFT total energy, hartree: -3068.071707

Last column: Löwdin charge in e.
CARTESIAN COORDINATES (ANGSTROEM)
1 Re 0.33 0.47 0.39  1.6857
2 Si 2.19 0.68 3.11  0.5262
3 Si -0.85 1.07 3.83  0.5056
4 Si 0.22 -1.83 3.06  0.5009
5 N 0.73 2.53 0.36  -0.0449
6 N 2.43 0.06 0.38  -0.1594
7 N -1.62 1.39 0.46  -0.0381
8 N -1.35 -3.05 -1.06  0.1664
9 N 0.41 -1.75 -0.10  0.0006
10 N 1.63 -0.39 -5.67  0.1228
11 N 0.68 -3.97 -0.70  0.2105
12 N 3.17 -0.04 -7.37  0.0958
13 N -2.03 -0.88 -1.31  0.1358
14 N -3.61 -2.66 -1.28  -0.1373
15 N 0.32 0.95 -2.15  0.0000
16 C 1.37 -1.52 -7.75  0.0309
17 C -0.75 1.14 -4.71  0.0193
18 C -4.78 -1.85 -1.57  -0.0223
19 C 3.06 -0.20 4.55  -0.1389
20 C -4.01 1.45 0.48  -0.0021
21 C -1.00 2.93 3.38  -0.1500
22 C -2.38 -2.11 -1.22  -0.4317
23 C -2.59 0.30 3.84  -0.1555
24 C -0.52 -0.10 -4.13  -0.2163
25 C 4.41 -0.47 -0.84  0.0015
26 C -0.39 2.28 -4.01  -0.0123
27 C -2.80 3.35 -0.27  0.0455
28 C 0.94 -1.23 -6.45  -0.2687
29 C 0.41 0.10 2.60  -0.5369
30 C -3.89 -4.06 -1.01  -0.0257
31 C 3.15 0.21 1.50  -0.3181
32 C 2.19 4.43 0.20  0.0173
33 C 3.05 -0.26 -0.76  -0.1132
34 C 1.11 5.28 -0.03  0.0274
35 C 2.52 -0.86 -8.17  -0.0932
36 C -2.80 0.82 0.70  -0.1459
37 C -0.18 1.12 5.61  -0.1567
38 C 4.52 0.01 1.49  -0.0216
39 C -0.90 -1.34 -4.82  -0.0402
40 C -1.62 2.69 0.06  -0.2194
41 C -4.01 2.72 -0.07  0.0219
42 C 1.79 -2.79 2.51  -0.1661
43 C 0.01 -2.24 4.90  -0.1589
44 C -0.27 -1.83 -5.89  -0.0066
45 C -0.32 3.35 0.08  -0.2536
46 C -0.08 -2.85 -0.60  -0.4846
47 C 2.47 2.54 3.40  -0.1498
48 C 0.15 2.13 -2.75  -0.1311
49 C 0.01 -0.13 -2.84  -0.1474
50 C 5.17 -0.35 0.32  0.0125
51 C -0.16 4.72 -0.09  0.0399
52 C 2.72 0.17 -6.16  -0.1927
53 C 1.95 3.08 0.39  -0.1063
54 C -1.33 -2.57 2.21  -0.1813
55 H 1.77 3.18 2.88  0.0025
56 H -1.77 -1.85 -4.43  0.1096
57 H -0.13 0.15 6.09  0.0207
58 H 1.25 6.34 -0.15  0.1390
59 H -3.24 -4.46 -0.24  0.0910
60 H 2.44 -0.36 -1.65  0.1010
61 H -4.53 -0.99 -2.19  0.0902
62 H 2.38 2.76 4.46  0.0449
63 H 0.48 3.01 -2.21  0.0980
64 H -1.68 -1.96 1.39  -0.0216
65 H -0.85 3.16 2.34  -0.0161
66 H -1.19 1.22 -5.70  0.1395
67 H 4.87 -0.74 -1.78  0.1276
68 H 2.33 -3.13 3.39  0.0408
69 H -4.94 0.95 0.72  0.1291
70 H 3.27 0.85 -5.52  0.1099
71 H 3.47 2.85 3.11  0.0495
72 H -2.80 -0.24 -1.45  0.0530
73 H -4.91 -4.14 -0.64  0.1058
74 H 6.24 -0.52 0.30  0.1336
75 H -1.56 -3.98 -1.39  0.1456
76 H 0.20 -1.08 -2.38  0.0803
77 H -0.53 3.26 -4.43  0.1207
78 H -2.93 0.20 4.87  0.0517
79 H -4.93 3.22 -0.32  0.1370
80 H -2.77 4.34 -0.68  0.1258
81 H 3.19 4.81 0.26  0.1357
82 H 0.31 -4.84 -1.04  0.1312
83 H 1.65 -3.98 -0.41  0.1227
84 H 3.27 -1.24 4.38  0.0306
85 H -0.04 -3.32 5.01  0.0546
86 H -0.63 -2.71 -6.39  0.1211
87 H 2.78 2.43 0.59  0.1042
88 H 2.49 -2.22 1.91  0.0035
89 H 1.36 -1.96 0.19  0.0351
90 H -2.14 -2.68 2.92  0.0378
91 H -0.91 -1.84 5.32  0.0315
92 H -2.64 -0.68 3.40  -0.0074
93 H -3.81 -4.66 -1.92  0.1080
94 H -2.75 -0.19 1.10  0.0979
95 H -3.32 0.94 3.34  0.0216
96 H -0.85 1.73 6.20  0.0553
97 H -5.25 -1.51 -0.64  0.0989
98 H -5.51 -2.46 -2.11  0.1061
99 H -1.01 5.36 -0.27  0.1292
100 H 5.08 0.12 2.41  0.1219
101 H -0.30 3.52 3.96  0.0370
102 H 0.80 1.58 5.68  0.0169
103 H -1.12 -3.56 1.83  0.0355
104 H 4.01 0.29 4.77  0.0512
105 H 0.83 -1.90 5.52  0.0273
106 H 2.47 -0.12 5.46  0.0317
107 H -1.99 3.28 3.65  0.0481
108 H 1.52 -3.69 1.97  0.0217
109 H 2.92 -1.00 -9.16  0.1234
110 H 0.83 -2.19 -8.38  0.1192


# 2
This record from OMol25 describes a cluster of 8 separate species, C39H58F10O22P in total. The level of theory is ωB97M-V with the def2-TZVPD basis set.

Kohn-Sham gap, eV: 7.93
Total charge: +1
LUMO energy, eV: -3.10
DFT total energy, hartree: -4515.925546

Last column: Löwdin charge in e.
CARTESIAN COORDINATES (ANGSTROEM)
1 P 3.51 -1.23 -7.25  1.1423
2 F 5.95 0.48 -7.34  0.1503
3 F 5.18 -5.25 3.80  0.0763
4 F 2.46 4.88 0.73  0.1019
5 F 4.70 2.23 -7.35  0.1818
6 F 6.19 1.96 -8.88  0.2380
7 F -5.33 0.68 7.33  0.0720
8 F 7.24 -5.57 -3.38  0.0803
9 F -7.80 0.18 1.81  0.0818
10 F 4.25 1.05 -4.54  0.0361
11 F -13.10 4.13 -0.44  0.0824
12 O -2.68 3.93 5.86  0.1615
13 O 6.97 -3.67 0.63  0.1783
14 O 4.08 -3.29 3.57  0.1207
15 O 4.44 0.69 -8.95  0.0182
16 O -8.18 2.54 5.55  0.1535
17 O 5.79 -1.91 3.21  0.0843
18 O -9.15 2.86 1.14  0.1781
19 O 1.88 2.81 0.05  0.1491
20 O -4.81 4.01 6.57  0.0852
21 O 3.72 -1.06 3.48  0.1717
22 O 1.71 1.01 -1.31  0.1750
23 O -3.68 2.09 6.70  0.1240
24 O -9.70 4.61 -0.16  0.0844
25 O -7.60 1.30 3.76  0.1393
26 O 5.40 -4.70 -0.61  0.0609
27 O 4.14 3.13 -3.66  0.1302
28 O 3.40 5.24 -3.29  0.1890
29 O 7.52 -4.68 -1.32  0.1503
30 O -9.73 1.38 4.41  0.0895
31 O -11.31 3.30 0.66  0.1327
32 O 3.31 2.55 -1.64  -0.0337
33 O 2.03 3.67 -4.15  0.1016
34 C -8.25 0.24 3.08  -0.3043
35 C 2.23 2.34 -4.62  -0.0447
36 C 3.25 0.24 -8.34  -0.2780
37 C -3.63 3.40 6.33  -0.5441
38 C 0.66 1.71 4.78  -0.1037
39 C -11.96 4.47 0.19  -0.3108
40 C 1.98 -2.09 -6.87  -0.2954
41 C -5.75 3.00 7.00  -0.0444
42 C 5.40 -5.29 -1.91  -0.0531
43 C 6.67 -4.28 -0.34  -0.5195
44 C -8.48 1.81 4.66  -0.5360
45 C -0.87 1.72 4.69  -0.2523
46 C 5.14 -4.09 3.09  -0.3096
47 C 2.96 3.71 0.30  -0.2734
48 C 1.38 -3.19 -4.58  -0.1908
49 C 1.04 -3.75 -2.09  -0.2078
50 C -1.41 2.37 3.40  -0.1885
51 C -10.93 5.05 -0.75  -0.0444
52 C 0.25 -1.08 2.45  -0.1990
53 C 2.25 2.02 -0.99  -0.5095
54 C 1.21 -3.31 1.74  -0.1850
55 C 1.60 -3.43 -0.72  -0.2183
56 C 6.85 -5.67 -2.09  -0.3041
57 C -0.13 -0.36 1.15  -0.2032
58 C -4.82 1.93 7.52  -0.3062
59 C 3.21 4.14 -3.67  -0.5463
60 C -9.71 0.65 3.17  -0.0442
61 C 1.89 -3.03 -3.14  -0.2167
62 C 1.63 -1.88 -5.36  -0.2353
63 C 0.87 -4.11 0.46  -0.1863
64 C -1.72 1.36 2.28  -0.1887
65 C 5.31 1.35 -8.13  -0.7431
66 C 3.46 1.92 -3.84  -0.2999
67 C 6.35 -3.22 3.35  -0.0567
68 C 3.59 3.84 -1.07  -0.0158
69 C 4.46 -1.99 3.43  -0.5444
70 C -0.03 -2.60 2.36  -0.1670
71 C -9.97 3.52 0.60  -0.5327
72 C -0.54 1.11 1.30  -0.2000
73 H 4.10 -0.77 -6.07  0.0336
74 H -0.17 -2.95 3.38  0.1058
75 H 1.86 -4.05 -5.03  0.1118
76 H 5.09 -4.54 -2.64  0.1298
77 H 7.15 -3.38 2.65  0.1048
78 H -0.92 -2.72 1.74  0.0948
79 H -2.54 1.76 1.67  0.1001
80 H 1.13 1.04 4.06  0.0473
81 H 1.07 2.72 4.63  0.0720
82 H 0.33 1.66 1.66  0.0887
83 H -0.28 -0.67 3.31  0.0839
84 H 3.60 3.29 1.07  0.1805
85 H 0.72 -1.29 -5.32  0.1191
86 H 2.44 2.36 -5.69  0.1240
87 H -12.21 5.11 1.05  0.1756
88 H 3.24 1.48 -2.86  0.1313
89 H 4.46 -2.01 -7.92  0.0591
90 H 0.03 -3.33 -2.15  0.1206
91 H 1.36 1.72 -4.42  0.1417
92 H 0.97 -4.83 -2.28  0.1210
93 H 3.10 4.61 -1.66  0.1166
94 H 1.16 -1.74 -7.50  0.1027
95 H 2.15 -3.15 -7.07  0.0930
96 H 0.31 -3.36 -4.53  0.1170
97 H 2.46 -1.37 -4.86  0.0687
98 H 1.66 -3.93 2.51  0.1007
99 H 1.31 -0.92 2.64  0.0867
100 H 2.64 -3.76 -0.66  0.1074
101 H -10.96 6.13 -0.82  0.1416
102 H -0.78 1.50 0.31  0.1009
103 H -9.99 1.31 2.36  0.1054
104 H 7.11 -6.66 -1.71  0.1782
105 H -0.21 -4.12 0.27  0.1025
106 H 0.75 -0.37 0.49  0.0767
107 H -6.42 3.40 7.76  0.1440
108 H 0.98 1.39 5.77  0.0706
109 H -2.06 0.40 2.66  0.1018
110 H -11.03 4.62 -1.75  0.1457
111 H -8.01 -0.70 3.58  0.1723
112 H -0.90 -0.91 0.60  0.1106
113 H -1.21 0.68 4.79  0.0983
114 H -2.34 2.88 3.65  0.0893
115 H 1.53 -2.35 -0.56  0.1018
116 H -0.66 3.07 3.04  0.1065
117 H 6.72 -3.35 4.37  0.1493
118 H 4.66 4.02 -1.04  0.1627
119 H -10.38 -0.20 3.21  0.1416
120 H 4.97 -4.33 2.04  0.1514
121 H 4.71 -6.13 -1.95  0.1444
122 H -6.34 2.66 6.15  0.1027
123 H 2.60 -0.10 -9.14  0.1238
124 H 2.93 -3.35 -3.05  0.1017
125 H 1.19 -5.15 0.55  0.1061
126 H -1.24 2.24 5.56  0.0707
127 H -4.53 2.03 8.57  0.1715
128 H 1.85 -1.97 -2.85  0.1100
129 H 2.70 1.02 -7.81  0.1103
130 H 1.92 -2.53 1.45  0.0859